(1)
{
  "formula": "C28H82Cl2HfN12O6P4",
  "method": "ωB97M-V/def2-TZVPD",
  "species": ["Hf", "Cl", "Cl", "C", "C", "C", "O", "H", "H", "H", "H", "H", "H", "H", "C", "O", "H", "H", "H", "O", "P", "N", "C", "C", "N", "C", "C", "N", "C", "C", "H", "H", "H", "H", "H", "H", "H", "H", "H", "H", "H", "H", "H", "H", "H", "H", "H", "H", "O", "P", "N", "C", "C", "N", "C", "C", "N", "C", "C", "H", "H", "H", "H", "H", "H", "H", "H", "H", "H", "H", "H", "H", "H", "H", "H", "H", "H", "O", "P", "N", "C", "C", "N", "C", "C", "N", "C", "C", "H", "H", "H", "H", "H", "H", "H", "H", "H", "H", "H", "H", "H", "H", "H", "H", "H", "H", "O", "P", "N", "C", "C", "N", "C", "C", "N", "C", "C", "H", "H", "H", "H", "H", "H", "H", "H", "H", "H", "H", "H", "H", "H", "H", "H", "H", "H"],
  "xyz": [[0.0258, -0.2071, 0.2464], [2.0837, -1.2170, -1.3137], [-1.8622, -0.9130, 2.1900], [-4.1267, 0.0892, -1.7341], [-2.6576, 0.2773, -2.1635], [-2.4950, 1.5905, -2.9250], [-1.8430, 0.1260, -1.0522], [-4.2582, -0.4690, -0.8103], [-4.7005, -0.4333, -2.5046], [-4.5274, 1.0946, -1.5705], [-2.4459, -0.5151, -2.8996], [-2.8328, 2.4348, -2.3158], [-3.0733, 1.5519, -3.8512], [-1.4477, 1.7860, -3.1552], [2.6602, 1.4465, 2.0162], [1.5813, 1.0355, 1.2780], [3.5804, 1.3936, 1.4087], [2.6757, 2.5141, 2.2896], [2.8325, 0.8485, 2.9196], [-0.7714, -2.3361, -0.3851], [-1.2819, -3.4785, -1.1885], [-2.7206, -4.0899, -0.6535], [-2.8158, -5.2690, 0.2387], [-3.9392, -3.2832, -0.7506], [-0.2568, -4.7854, -1.2994], [-0.5523, -5.9815, -2.1114], [1.1585, -4.6939, -0.9563], [-1.6515, -2.9973, -2.7931], [-0.6436, -2.2087, -3.4755], [-2.3785, -3.9325, -3.6657], [-3.8622, -5.4920, 0.4205], [-2.4301, -4.9671, 1.2147], [-2.2203, -6.0911, -0.1456], [-4.7446, -3.7293, -0.1733], [-4.1517, -3.0648, -1.7969], [-3.8158, -2.3219, -0.2384], [-1.5963, -6.2612, -2.0611], [-0.1468, -5.8301, -3.1127], [0.0823, -6.7626, -1.6848], [1.4248, -5.5264, -0.3011], [1.8183, -4.6474, -1.8262], [1.3657, -3.7657, -0.4200], [-0.2965, -1.4238, -2.8012], [0.2613, -2.7353, -3.8114], [-1.0947, -1.7852, -4.3764], [-1.7889, -4.4467, -4.4207], [-3.1577, -3.3442, -4.1658], [-2.9712, -4.5544, -2.9972], [1.0191, -1.7858, 1.6927], [1.9230, -2.4074, 2.7087], [3.5306, -2.5585, 2.2507], [4.4368, -1.4375, 2.5257], [3.9351, -3.3323, 1.0731], [1.4462, -3.9954, 2.9865], [0.1324, -4.4676, 2.5619], [2.2079, -4.8793, 3.8705], [1.8839, -1.5575, 4.1404], [2.7605, -1.9445, 5.2517], [1.0674, -0.3992, 4.4583], [4.2184, -0.5408, 1.9387], [5.4604, -1.7405, 2.3130], [4.3355, -1.1825, 3.5799], [3.4388, -4.3004, 1.0185], [5.0181, -3.4209, 1.1225], [3.6600, -2.7936, 0.1598], [0.0848, -4.3263, 1.4790], [-0.0253, -5.5331, 2.7115], [-0.6872, -3.8620, 2.9559], [3.2783, -4.7498, 3.7101], [1.9894, -4.6395, 4.9172], [1.9220, -5.9182, 3.7210], [2.1408, -2.2757, 6.0949], [3.4101, -2.7563, 4.9408], [3.2228, -1.0318, 5.6392], [0.4402, -0.0873, 3.6224], [1.7574, 0.4537, 4.4860], [0.4532, -0.6135, 5.3302], [0.6322, 1.5177, -1.4904], [1.3042, 2.3613, -2.5058], [2.9564, 2.4312, -2.3409], [3.8587, 1.5488, -3.0890], [3.5411, 3.0606, -1.1551], [0.8604, 3.9894, -2.4695], [1.7152, 4.9850, -3.0932], [-0.5596, 4.3216, -2.2099], [0.9493, 1.8319, -4.0668], [0.7648, 2.7113, -5.2276], [1.2278, 0.4649, -4.5131], [3.8421, 1.8533, -4.1394], [3.4710, 0.5271, -3.1002], [4.8456, 1.5661, -2.6403], [4.0715, 2.2943, -0.5809], [2.7563, 3.4884, -0.5381], [4.3410, 3.7692, -1.3901], [1.3271, 5.9990, -3.0502], [2.7350, 4.9218, -2.7097], [1.8817, 4.7327, -4.1493], [-1.0472, 4.2854, -3.1868], [-0.9080, 3.5576, -1.5171], [-0.6534, 5.3174, -1.7799], [0.0838, 3.5315, -4.9953], [1.7270, 3.0857, -5.5919], [0.2912, 2.1620, -6.0384], [0.6200, 0.1104, -5.3425], [1.0138, -0.1947, -3.6643], [2.2837, 0.2998, -4.7451], [-0.8869, 1.9505, 0.9828], [-1.5825, 3.0076, 1.7618], [-1.4870, 2.8462, 3.4267], [-0.2428, 2.4134, 4.0261], [-2.4179, 3.4779, 4.3414], [-3.2404, 3.0896, 1.4203], [-3.7143, 4.0210, 0.3862], [-4.0483, 1.8999, 1.6339], [-0.9599, 4.5042, 1.3396], [0.4298, 4.5759, 0.8458], [-1.5075, 5.7879, 1.8002], [0.0852, 1.6120, 3.3521], [-0.3700, 1.9523, 5.0047], [0.5038, 3.2173, 4.0348], [-2.0003, 4.4136, 4.7309], [-2.6612, 2.8055, 5.1690], [-3.3635, 3.6283, 3.8164], [-4.0581, 4.9356, 0.8769], [-2.8735, 4.3511, -0.2263], [-4.4672, 3.5672, -0.2515], [-3.8069, 1.4642, 2.6039], [-5.1147, 2.1374, 1.7059], [-3.9501, 1.1560, 0.8431], [0.5081, 5.4093, 0.1490], [1.1010, 4.7679, 1.6889], [0.6605, 3.6120, 0.3942], [-2.2837, 6.2327, 1.1771], [-0.6696, 6.4683, 1.9341], [-1.9669, 5.6186, 2.7771]],
  "homo_energy_ev": -7.44,
  "orbital_gap_ev": 8.189,
  "charge": 0
}

---

(2)
{
  "formula": "C28H84N7O11PPt",
  "method": "ωB97M-V/def2-TZVPD",
  "species": ["Pt", "P", "O", "O", "O", "O", "C", "C", "C", "O", "C", "N", "H", "H", "H", "H", "H", "H", "H", "H", "H", "H", "H", "H", "C", "C", "C", "O", "C", "N", "H", "H", "H", "H", "H", "H", "H", "H", "H", "H", "H", "H", "C", "C", "C", "O", "C", "N", "H", "H", "H", "H", "H", "H", "H", "H", "H", "H", "H", "H", "C", "C", "C", "O", "C", "N", "H", "H", "H", "H", "H", "H", "H", "H", "H", "H", "H", "H", "C", "C", "C", "O", "C", "N", "H", "H", "H", "H", "H", "H", "H", "H", "H", "H", "H", "H", "C", "C", "C", "O", "C", "N", "H", "H", "H", "H", "H", "H", "H", "H", "H", "H", "H", "H", "C", "C", "C", "O", "C", "N", "H", "H", "H", "H", "H", "H", "H", "H", "H", "H", "H", "H"],
  "xyz": [[-1.2266, -1.1159, -2.1502], [0.3448, -0.0239, -0.6383], [-0.0143, -1.5658, -0.5514], [0.6642, -0.1737, -2.2378], [1.4361, 0.5287, 0.3098], [-1.1025, 0.5606, -0.6987], [3.2347, -5.1536, -1.6193], [2.2472, -4.0698, -1.6800], [0.8721, -4.5902, -1.4280], [0.7717, -5.3753, -0.1732], [-0.1888, -6.4344, -0.2173], [2.5345, -2.9430, -0.6852], [3.3371, -2.4055, -0.9802], [1.7612, -2.3016, -0.7885], [2.6448, -3.2627, 0.2665], [2.9340, -5.9356, -2.3165], [3.3740, -5.6275, -0.6476], [4.2113, -4.7634, -1.9059], [2.2057, -3.5209, -2.6208], [0.6887, -5.2710, -2.2592], [0.1270, -3.7953, -1.3941], [-0.0442, -7.1345, 0.6055], [-0.2180, -6.9427, -1.1811], [-1.1894, -6.0118, -0.1264], [-8.7923, -0.3068, 0.8230], [-7.7229, -0.1465, -0.2584], [-6.3470, 0.2625, 0.2818], [-5.4127, 0.3164, -0.7888], [-4.1288, 0.9426, -0.5074], [-7.5897, -1.4700, -1.0367], [-7.8863, -2.2367, -0.4500], [-7.9044, -1.5021, -1.9959], [-6.5832, -1.5486, -1.0661], [-9.0523, 0.5620, 1.4278], [-8.4483, -1.0706, 1.5205], [-9.7295, -0.6558, 0.3895], [-8.1156, 0.4180, -1.1041], [-6.0794, -0.4246, 1.0846], [-6.6450, 1.2147, 0.7207], [-3.5670, 0.3628, 0.2250], [-4.2608, 1.9455, -0.1015], [-3.4785, 1.1522, -1.3567], [-1.4421, 0.5955, 3.2707], [-1.3565, 1.8343, 2.3535], [-2.2734, 3.0183, 2.7099], [-2.1304, 3.9840, 1.7182], [-3.0505, 5.0665, 1.9735], [0.1536, 2.2382, 2.1791], [0.6019, 2.3875, 3.0718], [0.6678, 1.6120, 1.5762], [0.2434, 3.0951, 1.6521], [-0.7730, -0.1794, 2.8964], [-2.4763, 0.2511, 3.2713], [-1.2513, 0.8106, 4.3221], [-1.6926, 1.4776, 1.3799], [-2.0830, 3.3922, 3.7159], [-3.3016, 2.6702, 2.8086], [-4.0771, 4.7155, 2.0784], [-3.1318, 5.8330, 1.2029], [-2.8115, 5.5363, 2.9276], [4.9978, 1.2943, 0.7328], [4.8550, 0.0977, 1.6446], [5.7441, 0.1012, 2.8576], [7.1426, 0.3860, 2.6539], [7.8325, -0.8368, 2.6521], [3.3801, -0.1132, 2.0364], [2.6789, 0.1158, 1.3464], [3.2007, -1.0692, 2.3085], [3.0408, 0.5075, 2.7572], [6.0171, 1.4057, 0.3629], [4.8132, 2.2577, 1.2080], [4.4203, 1.2750, -0.1914], [5.0721, -0.8276, 1.1109], [5.4485, -0.6311, 3.6089], [5.6179, 1.0148, 3.4386], [8.8692, -0.7693, 2.3221], [7.2701, -1.5553, 2.0558], [7.9111, -1.2772, 3.6460], [-2.0667, 4.0421, -1.5697], [-0.6181, 4.0440, -2.1829], [0.3561, 4.6083, -1.1784], [1.6261, 4.0401, -1.5226], [2.6259, 4.0967, -0.4448], [-0.3244, 2.5167, -2.6342], [-0.4548, 1.8200, -1.9146], [-0.9160, 2.1188, -3.3496], [0.6170, 2.3289, -2.9484], [-2.4348, 4.9186, -1.0364], [-2.1117, 3.2723, -0.7993], [-2.8035, 3.7206, -2.3057], [-0.4782, 4.5285, -3.1492], [0.0805, 4.2290, -0.1944], [0.3637, 5.6975, -1.2176], [2.9861, 5.0934, -0.1900], [3.5000, 3.4837, -0.6645], [2.1696, 3.7743, 0.4912], [4.8870, 1.6918, -3.6048], [3.3602, 1.4302, -3.5425], [2.7919, 1.7663, -4.9805], [1.6566, 2.6022, -4.6686], [1.0040, 2.9055, -5.9751], [3.1261, -0.0422, -3.1367], [2.1947, -0.0736, -2.7474], [3.2103, -0.6598, -3.9314], [3.7345, -0.3974, -2.4129], [5.4434, 0.8494, -4.0156], [5.3892, 1.8817, -2.6562], [5.0656, 2.5698, -4.2255], [2.9212, 2.0926, -2.7963], [2.5135, 0.8324, -5.4687], [3.5829, 2.2703, -5.5359], [0.8727, 2.0068, -6.5777], [1.5809, 3.4791, -6.7005], [0.0496, 3.4249, -5.8886], [-0.5009, -4.5938, 3.4894], [-1.0724, -3.8628, 2.2276], [-2.5286, -3.3665, 2.3614], [-2.5255, -2.3146, 3.3386], [-3.8434, -1.9148, 3.7249], [-0.0936, -2.6554, 1.9472], [0.8560, -2.8688, 2.2171], [-0.1553, -2.3101, 1.0000], [-0.5096, -1.9358, 2.5209], [-0.9126, -4.1462, 4.3940], [0.5840, -4.6719, 3.5598], [-0.9903, -5.5651, 3.5606], [-0.8996, -4.4616, 1.3333], [-3.2782, -4.1114, 2.6286], [-2.9410, -3.0263, 1.4115], [-4.4440, -1.5103, 2.9102], [-3.7113, -1.1104, 4.4485], [-4.3234, -2.7382, 4.2536]],
  "multiplicity": 4,
  "s_squared": 3.754,
  "homo_energy_ev": [-17.79, -20.00],
  "orbital_gap_ev": [5.673, 7.845],
  "charge": 5
}

---

(3)
{
  "formula": "C28H84O14",
  "method": "ωB97M-V/def2-TZVPD",
  "species": ["C", "C", "O", "H", "H", "H", "H", "H", "H", "C", "C", "O", "H", "H", "H", "H", "H", "H", "C", "C", "O", "H", "H", "H", "H", "H", "H", "C", "C", "O", "H", "H", "H", "H", "H", "H", "C", "C", "O", "H", "H", "H", "H", "H", "H", "C", "C", "O", "H", "H", "H", "H", "H", "H", "C", "C", "O", "H", "H", "H", "H", "H", "H", "C", "C", "O", "H", "H", "H", "H", "H", "H", "C", "C", "O", "H", "H", "H", "H", "H", "H", "C", "C", "O", "H", "H", "H", "H", "H", "H", "C", "C", "O", "H", "H", "H", "H", "H", "H", "C", "C", "O", "H", "H", "H", "H", "H", "H", "C", "C", "O", "H", "H", "H", "H", "H", "H", "C", "C", "O", "H", "H", "H", "H", "H", "H"],
  "xyz": [[-0.9182, -2.7238, 3.1618], [-0.8111, -3.4532, 1.8071], [-2.0356, -3.3408, 1.0977], [-1.6512, -3.1966, 3.8155], [-1.2130, -1.6750, 3.1259], [-0.0144, -2.8656, 3.7544], [-0.3918, -4.4549, 1.9008], [-0.0634, -2.9023, 1.2365], [-1.8235, -3.3487, 0.1614], [-1.1494, 5.0382, 4.1617], [-0.7828, 4.1841, 2.9294], [0.2842, 4.8103, 2.2373], [-1.9711, 4.5442, 4.6804], [-1.5359, 5.9989, 3.8215], [-0.3544, 5.1533, 4.8985], [-1.6342, 3.9752, 2.2816], [-0.5332, 3.1656, 3.2268], [1.0722, 4.5669, 2.7287], [-4.9442, -1.6571, 0.6617], [-4.9943, -2.1521, 2.0951], [-5.8275, -1.3486, 2.9039], [-5.9199, -1.6062, 0.1785], [-4.3174, -2.3759, 0.1340], [-4.4787, -0.6781, 0.5484], [-4.0026, -2.1852, 2.5464], [-5.3920, -3.1627, 2.1877], [-5.6561, -1.6476, 3.7999], [0.0036, -0.9306, -6.0675], [-0.3659, -0.2826, -4.7145], [-0.9835, 1.0053, -4.8752], [0.6071, -0.2507, -6.6687], [-0.9075, -1.1365, -6.6292], [0.4890, -1.8957, -5.9218], [0.4207, -0.2617, -3.9602], [-1.2134, -0.8202, -4.2891], [-1.6861, 0.8680, -5.5149], [2.7684, 2.5607, 2.1227], [3.2883, 3.1201, 3.4388], [2.2169, 3.8874, 3.9903], [3.5576, 2.0888, 1.5374], [2.3116, 3.3666, 1.5484], [1.9290, 1.8784, 2.2570], [4.1369, 3.7950, 3.3269], [3.5961, 2.3826, 4.1802], [2.4317, 4.2804, 4.8394], [2.2302, -4.2103, 0.2984], [3.7059, -4.1390, 0.0174], [4.3789, -5.3125, 0.4538], [2.1054, -4.4206, 1.3606], [1.7599, -5.0243, -0.2531], [1.6947, -3.3118, -0.0086], [4.1436, -3.2864, 0.5366], [3.8435, -3.9830, -1.0526], [5.2372, -4.9905, 0.7390], [-4.0532, 1.8133, 2.7824], [-3.0665, 1.2183, 3.8056], [-3.3067, 1.8115, 5.0888], [-3.9956, 2.8749, 2.5421], [-5.0378, 1.6586, 3.2238], [-3.9956, 1.3236, 1.8103], [-2.0390, 1.4564, 3.5306], [-3.1022, 0.1341, 3.9115], [-2.7314, 1.4263, 5.7538], [3.0315, 0.5644, -2.5117], [3.7042, 0.1475, -1.1684], [3.1793, -1.0474, -0.7935], [3.3686, -0.0786, -3.3249], [3.2411, 1.5959, -2.7946], [1.9481, 0.5175, -2.4016], [3.5101, 0.8701, -0.3758], [4.7827, 0.1479, -1.3266], [3.4440, -1.1766, 0.1202], [1.3498, 3.9252, -1.9739], [0.6828, 3.6616, -3.3592], [-0.5990, 3.0484, -3.1914], [1.3657, 2.9763, -1.4378], [0.7506, 4.6322, -1.4002], [2.3733, 4.2806, -2.0937], [1.3531, 2.9421, -3.8294], [0.6366, 4.5967, -3.9175], [-0.6633, 2.2659, -3.7437], [-3.2787, 5.0229, 0.0586], [-2.1881, 4.6508, -0.9656], [-2.7828, 4.1340, -2.1497], [-4.0684, 5.5891, -0.4352], [-2.8790, 5.6687, 0.8404], [-3.7522, 4.1434, 0.4950], [-1.6552, 3.8062, -0.5290], [-1.5194, 5.4668, -1.2398], [-2.0679, 3.6939, -2.6155], [-1.8311, -3.2704, -3.8082], [-2.1600, -2.7239, -2.4260], [-1.0290, -3.0604, -1.6075], [-1.7927, -4.3579, -3.8710], [-0.9496, -2.8755, -4.3132], [-2.7359, -3.0352, -4.3687], [-3.0667, -3.2435, -2.1162], [-2.3436, -1.6496, -2.4442], [-0.5076, -2.2646, -1.4797], [2.1406, -3.2617, -3.3537], [1.7242, -4.7061, -3.5006], [1.9360, -5.1674, -4.8075], [1.7365, -2.6458, -4.1571], [3.2186, -3.1008, -3.3596], [1.7140, -2.7930, -2.4668], [0.6688, -4.8167, -3.2516], [2.2983, -5.3241, -2.8103], [1.3953, -5.9495, -4.9402], [-1.1509, 0.5142, 0.4914], [0.0121, 0.4888, -0.4851], [0.4080, -0.8826, -0.7454], [-1.5518, 1.5200, 0.6175], [-0.7240, 0.1154, 1.4117], [-1.9363, -0.1608, 0.1514], [0.8747, 1.0312, -0.0980], [-0.2989, 0.9361, -1.4292], [1.3533, -0.9869, -0.8769], [2.4119, -1.4388, 3.1342], [3.8027, -0.8146, 3.1974], [4.2565, -0.6977, 1.8969], [2.4135, -2.4465, 2.7188], [1.6670, -0.8811, 2.5667], [2.0607, -1.6067, 4.1523], [4.4855, -1.5426, 3.6356], [3.7357, 0.1496, 3.7012], [5.1845, -0.4525, 1.8827]],
  "e_above_lowest_kcal_mol": 47.4,
  "homo_energy_ev": -9.14,
  "orbital_gap_ev": 9.103,
  "charge": 0
}

---

no.,electronic energy (hartree)
1,-4558.76861
2,-2786.79640
3,-2170.40459